# 1
DFT (ωB97M-V/def2-TZVPD) results for a cluster of 2 separate species, C4H8N2O in total at a distorted geometry.

Element x y z (Å)
1 N -1.4664 -0.7603 -1.9841
2 H 0.0871 -0.9829 2.0194
3 H 3.6597 1.1735 -0.4857
4 O 4.3836 1.7179 -0.1842
5 H -1.3425 0.0515 2.2411
6 C -1.5447 -1.3353 -0.7343
7 C -0.9789 0.4170 -1.7882
8 N -0.6154 0.6129 -0.4791
9 C -0.9185 -0.5425 0.2159
10 H -0.9340 1.2722 -2.4483
11 H -2.2809 -2.0759 -0.4620
12 C -0.9332 -0.7923 1.6963
13 H 4.4156 1.5613 0.7588
14 H -0.0298 1.3885 -0.2078
15 H -1.5017 -1.7054 1.8421

Summary:
Lowest unoccupied orbital energy = 0.31 eV
Orbital gap = 8.89 eV
SMILES string = Cc1cnc[nH]1.O
HOMO level = -8.582 eV
E_tot = -341.95135 Eh


# 2
DFT (ωB97M-V/def2-TZVPD) results for a structure of composition C46H42AuN4O4P2S.

Element x y z (Å)
1 H -5.3683 1.8294 -0.8447
2 Au 0.0914 0.4801 0.2316
3 C -2.5536 -2.0695 0.8262
4 C -1.6803 2.6357 -5.5455
5 C -2.9898 1.5681 3.7674
6 C -1.4069 2.2191 -4.2468
7 C -0.0463 2.8801 0.5775
8 H 0.6679 2.0387 4.9342
9 H -1.1741 2.5086 -7.6217
10 H 3.0566 0.2066 -0.2004
11 C -1.9544 -2.5529 1.9855
12 C -0.9302 2.1728 -6.6230
13 H -3.5044 2.7626 5.4724
14 C 3.5392 3.1200 2.8789
15 H 4.3259 1.3233 -3.7072
16 H 2.8605 1.6448 0.5189
17 H 5.1299 2.4573 -1.0751
18 C 4.6379 0.9849 2.6928
19 H 1.4024 3.0909 2.8488
20 H -0.1330 -4.5232 3.4120
21 C -3.9058 0.1553 -3.4037
22 C -1.3878 -3.2933 -2.1027
23 H -1.1619 3.0662 6.1941
24 C 1.8743 -2.5036 5.2799
25 H 5.9164 1.7055 -3.3194
26 N 4.9399 1.9306 -3.1215
27 C 4.7061 2.3658 2.8275
28 H 5.6682 2.8542 2.9083
29 C 2.2278 1.1029 2.6948
30 H -2.1897 0.4053 2.1597
31 O 2.9075 0.5563 -4.5617
32 H -1.9985 2.5612 -3.4081
33 C 0.6437 -4.4302 -2.6943
34 H -2.4662 -3.2148 -2.1683
35 H 1.3723 -4.5862 5.3757
36 C 0.1411 0.6975 -2.8209
37 C -1.3849 2.4939 5.3040
38 H 5.5453 0.3962 2.6625
39 C -2.7682 -0.2864 -1.3321
40 N -0.6494 3.8614 0.5616
41 C -0.6335 1.1871 3.4302
42 H 2.6982 2.7990 -1.5312
43 C 4.5920 1.7222 -1.6713
44 C -0.7359 -4.2974 -2.7962
45 C 1.3737 -3.5668 -1.8911
46 C 0.2013 -2.4249 3.0967
47 O -0.6380 -2.1975 2.0386
48 C 1.7268 -1.3161 4.5835
49 C 0.8923 -1.2743 3.4626
50 H -3.5928 0.6845 0.4135
51 C 1.2242 -3.6550 4.8457
52 H -4.0071 -0.0047 -4.4686
53 C 2.3031 2.4934 2.8076
54 C -3.6625 0.5503 -0.6595
55 C -1.9594 1.0028 3.0350
56 H -1.1633 4.7241 0.5353
57 C -4.6177 -3.0898 1.5170
58 O 1.5967 -1.4874 -5.0256
59 H 2.2523 -0.4321 4.9180
60 H -2.1725 -1.0893 -3.2445
61 C -0.3487 1.9217 4.5810
62 H 4.9704 0.7302 -1.4242
63 H 1.1481 -5.2179 -3.2372
64 P -1.5603 -1.1936 -0.3719
65 O -0.4466 0.9927 -1.7096
66 C -4.0078 -3.4981 2.6990
67 C -4.6692 1.1873 -1.3631
68 C -4.7994 0.9776 -2.7316
69 C 0.7308 -2.5490 -1.2064
70 H -4.3949 -2.0069 -0.3097
71 C -3.9055 -2.3524 0.5890
72 H -5.6533 -3.3346 1.3282
73 H 4.7837 2.8947 -3.4215
74 C 3.0709 1.7729 -1.5156
75 H -2.4922 3.3268 -5.7272
76 H 0.7114 0.9253 -7.2762
77 C -2.8756 -0.4625 -2.7113
78 H -4.0175 1.4163 3.4650
79 S 1.6460 -0.1652 -4.5061
80 H -1.3049 -4.9805 -3.4116
81 C -2.7011 2.3208 4.8984
82 N 1.1337 -0.1289 -2.9335
83 H 2.5008 -2.5369 6.1600
84 C -2.6691 -3.2298 2.9546
85 H 2.4455 -3.6828 -1.8074
86 P 0.6355 0.2627 2.5480
87 C 0.1281 1.2856 -6.4400
88 C 0.3864 0.8927 -5.1455
89 H 3.5909 4.1940 2.9956
90 C -0.6454 -2.3971 -1.3247
91 H -4.5829 -4.0394 3.4383
92 H 3.3647 -0.7268 2.5414
93 H -2.2108 -3.5431 3.8804
94 H 1.3074 -1.8705 -0.5892
95 N 2.5971 1.1071 -0.3026
96 H 2.6418 1.2510 -2.3608
97 C 0.3731 -3.6295 3.7497
98 C -0.3606 1.3339 -4.0653
99 H -5.6040 1.4559 -3.2743
100 C 3.4051 0.3527 2.6251

Summary:
Lowest unoccupied orbital energy = -9.59 eV
Orbital gap = 6.11 eV
HOMO level = -15.698 eV
E_tot = -3513.79226 Eh
Total charge = +3